Entry from OMol25: C29H44NO2OsP3S as an isolated structure (wB97M-V/def2-TZVPD).

```
81
Properties=species:S:1:pos:R:3:mulliken_spin:R:1
P 3.6614 -0.6548 -0.7175 0.631
C 4.5011 -0.5526 0.9120 0.099
H 5.6013 -0.5641 0.8242 0.030
H 4.1378 -1.3644 1.5622 -0.011
H 4.1851 0.4089 1.3590 -0.005
C 4.1373 -2.0979 -1.7202 0.081
H 4.0845 -1.8135 -2.7779 -0.007
H 3.3955 -2.8816 -1.5365 0.003
H 5.1535 -2.4449 -1.4728 0.029
C 4.6038 0.6110 -1.6505 0.061
H 5.6085 0.2193 -1.8659 0.028
H 4.6654 1.5540 -1.0945 -0.003
H 4.0755 0.7971 -2.5984 -0.007
P -0.9547 3.6847 -1.6844 0.143
C -1.0261 4.0775 0.0668 0.014
H -1.4416 5.0923 0.1789 0.007
H -0.0153 4.0267 0.5048 -0.002
H -1.6728 3.3489 0.5828 0.000
C 0.2153 4.7120 -2.5926 0.012
H 0.0353 4.6463 -3.6781 0.001
H 1.2496 4.4046 -2.3887 -0.003
H 0.0316 5.7364 -2.2382 0.004
C -2.5826 3.9589 -2.4139 0.002
H -2.6512 5.0308 -2.6425 0.003
H -3.3479 3.6745 -1.6759 0.000
H -2.7186 3.3596 -3.3278 0.002
P -2.5156 -2.3361 -0.8158 0.629
C -3.1542 -2.6739 0.8614 0.067
H -3.7285 -3.6149 0.8683 0.026
H -3.7933 -1.8359 1.1971 -0.004
H -2.2864 -2.7618 1.5367 -0.002
C -4.0614 -2.1797 -1.8042 0.076
H -4.8613 -2.7893 -1.3534 0.028
H -3.8925 -2.4931 -2.8433 -0.003
H -4.3793 -1.1271 -1.7991 -0.003
C -1.8591 -3.9523 -1.3116 0.074
H -2.5057 -4.4035 -2.0684 0.015
H -1.7491 -4.5853 -0.4283 0.007
H -0.8699 -3.7572 -1.7448 0.005
Os -0.4333 1.3243 -2.3715 0.009
C 1.0121 1.7559 -1.1067 0.191
O 1.9329 1.8233 -0.4009 0.019
C -1.9194 0.9906 -1.1480 0.079
O -2.7526 0.7219 -0.3812 0.033
C -1.4945 0.6972 -4.1656 0.038
C -1.0020 -0.4107 -3.4930 0.099
C 0.3774 -0.5631 -3.3216 -0.003
C 1.2392 0.4880 -3.6411 0.225
C 0.7308 1.6706 -4.1740 0.034
C -0.6188 1.7346 -4.5227 0.141
H -2.5585 0.8002 -4.3314 0.001
H -1.6889 -1.1808 -3.1315 -0.057
H 0.7641 -1.4076 -2.7578 0.008
H 2.2923 0.4368 -3.3485 0.069
H 1.3775 2.5371 -4.3250 0.007
H -0.9902 2.6613 -4.9585 0.020
N 0.1627 -0.8781 1.0436 0.100
S 0.9621 -0.6825 2.3828 0.012
C -0.0009 0.6277 3.1667 0.136
C 0.6951 1.6470 3.8210 0.090
C -0.0366 2.6821 4.4142 0.236
C -1.4325 2.6322 4.4446 0.148
C -2.1121 1.5553 3.8625 0.012
C -1.3936 0.6365 3.0714 0.122
C 0.7910 -2.1425 3.4243 0.033
C -0.4210 -2.5564 3.9810 0.021
C -0.5010 -3.7695 4.6690 -0.001
C 0.6258 -4.5655 4.8298 0.023
C 1.8572 -4.1399 4.3181 0.013
C 1.9444 -2.9415 3.5919 -0.011
H 0.5950 -1.6788 0.5532 0.002
H 1.7823 1.6152 3.8323 0.003
H 0.5003 3.5190 4.8479 -0.006
H -1.9898 3.4323 4.9081 0.006
H -3.1731 1.4285 3.9917 0.001
H -1.8834 -0.0484 2.3852 0.123
H -1.2910 -1.9207 3.8500 -0.003
H -1.4516 -4.1023 5.0629 0.000
H 0.5689 -5.5376 5.3196 0.000
H 2.7619 -4.7455 4.4511 0.000
H 2.8962 -2.6057 3.1473 -0.002
```

Its expectation value of S² is 6.03. The value obtained for the energy above the lowest of the compared OMol25 structures with the same formula, charge and spin is 14.5 kcal per mole. The value obtained for the total energy is -77495.6023 eV. For the HOMO-LUMO gap (spin up / spin down), the calculation gives 4.21 / 3.52 eV. As for the total charge: +4. The HOMO energy (spin up / spin down) comes out at -0.545 / -0.680 Ha. The spin multiplicity is 5.